This record from the Open Molecules 2025 dataset describes 4 unconnected molecules or ions with the total composition C18H21Br2ClF9O6 at a distorted geometry. The level of theory is wB97M-V/def2-TZVPD.

```
! wB97M-V def2-TZVPD RIJCOSX def2/J DEFGRID3
* xyz -1 1
C -1.12 -3.97 -1.79
C -0.83 -3.19 -2.85
C -0.90 -1.73 -2.84
Cl -2.36 -1.21 -3.80
C -0.75 -1.06 -1.57
Br -2.13 0.12 -0.90
C 0.39 -1.16 -0.84
C 1.59 -1.91 -1.30
Br 0.59 -0.34 0.87
H -1.84 -3.63 -1.04
H -0.63 -4.92 -1.63
H -0.50 -3.67 -3.77
H 2.50 -1.38 -1.01
H 1.55 -1.94 -2.40
H 1.63 -2.93 -0.93
C 6.31 -5.37 3.08
C 5.74 -4.24 2.26
O 4.35 -4.47 1.95
C 3.48 -4.19 2.91
O 3.73 -3.79 4.01
C 2.04 -4.44 2.39
F 1.95 -5.62 1.77
F 1.71 -3.48 1.54
F 1.18 -4.44 3.41
H 6.17 -6.32 2.57
H 7.38 -5.21 3.24
H 5.83 -5.43 4.05
H 6.23 -4.16 1.29
H 5.84 -3.28 2.77
C 0.14 4.12 -0.73
C 1.27 3.24 -0.24
O 2.39 3.26 -1.16
C 3.19 4.30 -1.10
O 3.12 5.25 -0.36
C 4.34 4.14 -2.12
F 3.89 3.76 -3.32
F 5.21 3.21 -1.69
F 5.00 5.29 -2.26
H -0.17 3.81 -1.73
H -0.71 4.02 -0.06
H 0.43 5.17 -0.78
H 0.95 2.21 -0.19
H 1.61 3.55 0.75
C -8.05 2.14 -0.69
C -7.68 2.56 0.72
O -6.26 2.66 0.88
C -5.69 3.76 0.43
O -6.23 4.70 -0.08
C -4.17 3.70 0.68
F -3.67 2.53 0.33
F -3.92 3.90 1.99
F -3.54 4.66 0.00
H -7.55 1.21 -0.95
H -9.13 2.00 -0.76
H -7.75 2.90 -1.41
H -7.99 1.81 1.44
H -8.15 3.51 1.00
*
```

Kohn-Sham gap, Ha: 0.189
F_max, hartree/bohr: 0.029
ΔE to the lowest compared entry with this formula, charge and spin, kJ/mol: 0.0
LUMO level, eV: 2.365
Highest occupied orbital energy, eV: -2.77

Löwdin population analysis, charges in e, atoms 1 to 8: -0.041, -0.326, -0.715, 0.424, -0.785, 0.606, -0.804, -0.175

This record from the Open Molecules 2025 dataset describes 2 unconnected molecules or ions with the total composition C5H14N at a distorted geometry. The level of theory is wB97M-V/def2-TZVPD.

```
! wB97M-V def2-TZVPD RIJCOSX def2/J DEFGRID3
* xyz 1 1
C -0.76 1.56 0.76
C -0.61 0.27 -0.13
C 0.88 -0.08 -0.37
C 1.75 1.11 -0.82
C 1.53 -0.89 0.77
N -1.36 -0.76 0.29
H -0.14 1.49 1.65
H -1.78 1.69 1.10
H -0.44 2.46 0.25
H -0.91 0.69 -1.13
H 0.89 -0.79 -1.21
H 2.09 1.70 0.02
H 1.12 1.72 -1.48
H 2.57 0.65 -1.37
H 1.63 -0.34 1.71
H 2.54 -1.18 0.48
H 0.85 -1.71 0.99
H -2.36 -0.67 0.04
H -3.92 -3.59 -0.48
H -3.59 -3.32 -1.04
*
```

Kohn-Sham gap, Ha: 0.252
F_max, hartree/bohr: 0.064
ΔE to the lowest compared entry with this formula, charge and spin, kJ/mol: 580.0
LUMO level, eV: -9.026
Highest occupied orbital energy, eV: -15.89

Löwdin population analysis, charges in e, atoms 1 to 8: 0.070, -0.383, -0.380, -0.040, -0.047, 0.425, 0.114, 0.101

This record from the Open Molecules 2025 dataset describes a molecular structure, C16H14N5O7S2Zr. The level of theory is wB97M-V/def2-TZVPD.

```
! wB97M-V def2-TZVPD RIJCOSX def2/J DEFGRID3
* xyz 1 1
Zr 1.09 0.06 1.17
O 2.63 0.56 4.95
C 2.06 0.93 3.84
O 2.56 0.77 2.72
C 0.74 1.64 4.01
O -0.01 1.54 2.80
C -1.25 0.80 2.93
C -1.00 -0.71 2.72
O -1.90 -1.48 2.55
O 0.30 -0.99 2.73
H 3.51 0.18 4.79
H 0.20 1.24 4.87
H 0.96 2.70 4.20
H -1.70 0.94 3.91
H -1.93 1.19 2.17
O -1.98 -0.18 -3.56
C -1.83 1.12 -3.26
C -2.37 2.04 -4.15
C -2.26 3.39 -3.91
C -1.61 3.87 -2.78
C -1.07 2.97 -1.89
C -1.17 1.59 -2.10
C -0.58 0.68 -1.13
O 0.05 1.20 -0.07
N -0.64 -0.61 -1.25
N -0.01 -1.28 -0.20
C -0.14 -2.58 -0.32
S 0.67 -3.67 0.73
C -0.39 -5.08 0.31
C -0.68 -4.99 -1.17
S -1.15 -3.27 -1.54
H -1.56 -0.72 -2.87
H -2.87 1.66 -5.03
H -2.69 4.09 -4.62
H -1.52 4.93 -2.60
H -0.55 3.33 -1.00
H -1.30 -5.02 0.91
H 0.15 -5.99 0.56
H -1.52 -5.62 -1.46
H 0.19 -5.25 -1.77
N 2.79 -0.50 0.13
C 3.44 0.02 -0.73
N 4.11 0.45 -1.66
C 4.81 1.55 -1.85
N 5.42 2.50 -2.07
*
```

Kohn-Sham gap, Ha: 0.257
F_max, hartree/bohr: 0.015
ΔE to the lowest compared entry with this formula, charge and spin, kJ/mol: 13.6
LUMO level, eV: -3.987
Highest occupied orbital energy, eV: -10.97

Löwdin population analysis, charges in e, atoms 1 to 8: 1.892, 0.230, -0.460, -0.019, -0.051, -0.202, -0.053, -0.592

This record from the Open Molecules 2025 dataset describes a molecular structure, C23H40F8NO17S2Y at a distorted geometry. The level of theory is wB97M-V/def2-TZVPD.

```
! wB97M-V def2-TZVPD RIJCOSX def2/J DEFGRID3
* xyz 0 1
Y 7.91 3.69 -14.31
C 6.56 6.90 -14.92
O 5.24 6.34 -15.11
O 7.35 6.06 -14.25
C 7.03 7.60 -16.23
F 8.37 7.71 -16.28
F 6.60 6.92 -17.32
F 6.53 8.85 -16.33
C 4.18 7.24 -15.42
C 3.11 6.68 -16.36
H 2.66 5.80 -15.90
H 2.40 7.50 -16.46
H 3.53 6.37 -17.31
H 4.54 8.20 -15.78
H 3.61 7.43 -14.50
H 6.24 7.72 -14.24
C 8.37 0.50 -14.60
O 9.53 1.35 -14.76
O 7.37 1.42 -14.45
C 8.21 -0.54 -15.72
F 9.38 -1.09 -16.08
F 7.48 -1.56 -15.18
F 7.54 -0.18 -16.82
C 10.79 0.73 -14.43
C 11.87 1.77 -14.34
H 12.82 1.53 -14.81
H 11.64 2.74 -14.77
H 12.23 1.94 -13.32
H 11.04 0.10 -15.28
H 10.76 0.18 -13.49
H 8.53 0.05 -13.61
N 9.47 4.16 -15.77
S 10.69 5.27 -15.95
O 10.46 6.28 -16.95
O 12.07 4.97 -15.65
F 10.26 6.04 -14.62
S 9.91 3.43 -17.30
O 10.92 2.43 -17.38
O 9.48 4.23 -18.41
F 8.62 2.49 -17.24
O 9.20 1.81 -23.14
C 10.01 2.52 -22.58
O 11.11 2.99 -23.14
C 11.30 2.67 -24.52
C 11.90 1.31 -24.80
C 9.81 2.79 -21.12
H 12.01 3.43 -24.87
H 10.41 2.85 -25.12
H 12.94 1.27 -24.49
H 11.90 1.17 -25.88
H 11.40 0.48 -24.29
H 10.53 3.53 -20.76
H 9.89 1.85 -20.59
H 8.82 3.23 -20.97
O 6.33 3.72 -16.11
C 5.30 3.65 -16.76
O 5.23 3.84 -18.07
C 6.41 4.20 -18.81
C 5.93 4.49 -20.23
C 3.98 3.20 -16.21
H 7.13 3.39 -18.77
H 6.80 5.16 -18.46
H 5.48 3.62 -20.71
H 6.79 4.88 -20.78
H 5.27 5.35 -20.29
H 3.80 2.15 -16.41
H 3.28 3.83 -16.74
H 4.04 3.45 -15.15
O 17.88 6.14 -13.77
C 17.73 5.39 -12.84
O 16.53 4.93 -12.44
C 15.44 5.08 -13.34
C 14.26 4.32 -12.81
C 18.87 4.86 -12.02
H 15.75 4.65 -14.30
H 15.20 6.13 -13.53
H 13.35 4.45 -13.39
H 14.03 4.57 -11.77
H 14.42 3.24 -12.80
H 19.51 5.59 -11.53
H 19.46 4.19 -12.65
H 18.44 4.29 -11.19
C 10.40 7.91 -20.08
C 9.43 6.77 -20.39
O 8.21 7.48 -20.51
C 8.50 8.74 -20.94
O 7.69 9.55 -21.25
O 9.81 8.94 -20.90
H 11.41 7.75 -20.44
H 10.45 8.25 -19.05
H 9.59 6.06 -19.58
H 9.66 6.24 -21.32
*
```

Kohn-Sham gap, Ha: 0.283
F_max, hartree/bohr: 0.133
LUMO level, eV: -1.927
Highest occupied orbital energy, eV: -9.63

Löwdin population analysis, charges in e, atoms 1 to 8: 1.850, -0.423, -0.117, -0.251, -0.519, 0.140, 0.133, 0.136

This record from the Open Molecules 2025 dataset describes C2H2N4O3 in the gas phase at a distorted geometry. The level of theory is wB97M-V/def2-TZVPD.

```
! wB97M-V def2-TZVPD RIJCOSX def2/J DEFGRID3
* xyz 0 1
C 0.41 0.02 -1.16
C 0.36 0.22 0.34
H 0.06 -0.13 2.36
H 1.76 0.13 -2.51
N -0.70 0.61 0.93
N -1.57 -1.00 -0.73
N -0.52 -0.98 -1.53
N 1.54 0.54 -1.54
O -0.59 0.57 2.18
O -1.98 -0.15 0.48
O 1.23 0.17 1.17
*
```

Kohn-Sham gap, Ha: 0.313
F_max, hartree/bohr: 0.151
ΔE to the lowest compared entry with this formula, charge and spin, kJ/mol: 715.7
LUMO level, eV: -1.906
Structure (SMILES): [H]/N=c1\nnon(O)c1=O
Highest occupied orbital energy, eV: -10.42

Löwdin population analysis, charges in e, atoms 1 to 8: -0.310, -0.467, 0.122, 0.107, -0.113, 0.099, 0.120, 0.207

This record from the Open Molecules 2025 dataset describes 2 unconnected molecules or ions with the total composition C7H15N2S at a distorted geometry. The level of theory is wB97M-V/def2-TZVPD.

```
! wB97M-V def2-TZVPD RIJCOSX def2/J DEFGRID3
* xyz 1 1
C -1.83 0.52 1.82
C -2.59 0.26 0.47
C -0.81 -1.44 1.33
C -0.21 -2.76 1.59
C 0.80 0.86 -2.66
C 2.69 1.50 -1.06
C 1.44 0.77 -1.34
N -0.93 -0.55 2.16
N 0.76 0.19 -0.42
S -1.81 -1.14 -0.29
H -2.45 0.58 2.81
H -3.57 0.05 0.70
H -2.59 1.21 -0.02
H 0.71 -2.86 0.90
H -0.87 -3.55 1.42
H 0.15 -2.98 2.60
H 1.39 0.75 -3.55
H -0.08 0.36 -2.62
H 0.75 1.88 -2.82
H 3.51 0.96 -0.69
H 2.61 2.17 -0.24
H 3.04 2.05 -1.84
H -1.08 1.36 1.82
H 1.07 0.28 0.54
H -0.13 -0.49 -0.61
*
```

Kohn-Sham gap, Ha: 0.341
F_max, hartree/bohr: 0.068
ΔE to the lowest compared entry with this formula, charge and spin, kJ/mol: 236.4
LUMO level, eV: -3.669
Highest occupied orbital energy, eV: -12.95

Löwdin population analysis, charges in e, atoms 1 to 8: -0.230, -0.417, -0.574, -0.059, 0.035, 0.026, -0.288, 0.019

This record from the Open Molecules 2025 dataset describes C19H17F2N7O in the gas phase at a distorted geometry. The level of theory is wB97M-V/def2-TZVPD.

```
! wB97M-V def2-TZVPD RIJCOSX def2/J DEFGRID3
* xyz 0 1
C 2.22 -2.20 -2.81
N 1.98 -0.79 -2.76
C 0.81 -0.11 -2.68
N 1.05 1.18 -2.67
C 2.39 1.26 -2.73
N 2.99 0.10 -2.80
H 2.91 2.19 -2.73
C -0.53 -0.77 -2.65
H -0.49 -1.66 -2.02
H -0.85 -1.04 -3.67
O -1.52 0.12 -2.19
C -1.41 0.51 -0.91
N -0.55 -0.09 -0.15
N -0.51 0.31 1.12
C 0.25 -0.13 2.16
N -0.12 0.50 3.26
N -1.09 1.35 2.98
C -1.35 1.26 1.69
C -2.28 1.90 0.85
C -2.31 1.55 -0.47
C -3.26 2.11 -1.48
H -2.77 2.09 -2.45
C -4.64 1.40 -1.46
H -4.98 1.12 -2.46
H -4.71 0.54 -0.81
C -5.29 2.69 -0.93
H -5.58 2.62 0.12
H -6.14 3.05 -1.50
C -3.96 3.44 -1.15
H -3.99 4.10 -2.01
H -3.58 3.99 -0.30
H -2.93 2.64 1.27
C 1.30 -1.13 2.06
C 1.44 -2.15 3.00
C 2.44 -3.10 2.91
C 3.35 -3.03 1.87
C 3.25 -2.03 0.92
C 2.24 -1.09 1.03
F 2.18 -0.10 0.13
H 3.96 -1.95 0.11
H 4.13 -3.77 1.79
H 2.50 -3.87 3.66
F 0.55 -2.26 3.99
H 1.87 -2.68 -1.90
H 3.30 -2.34 -2.91
H 1.72 -2.64 -3.67
*
```

Kohn-Sham gap, Ha: 0.321
F_max, hartree/bohr: 0.027
ΔE to the lowest compared entry with this formula, charge and spin, kJ/mol: 0.3
LUMO level, eV: 0.271
Structure (SMILES): Cn1ncnc1COc1nn2c(-c3c(F)cccc3F)nnc2cc1C1CCC1
Highest occupied orbital energy, eV: -8.46

Löwdin population analysis, charges in e, atoms 1 to 8: -0.012, -0.144, -0.306, 0.144, -0.212, 0.092, 0.102, -0.097

This record from the Open Molecules 2025 dataset describes a molecular structure, C12H27N3O2Si2 at a distorted geometry. The level of theory is wB97M-V/def2-TZVPD.

```
! wB97M-V def2-TZVPD RIJCOSX def2/J DEFGRID3
* xyz 0 1
C -0.04 -0.25 -3.08
O 1.22 0.02 -3.67
C 1.34 -0.57 -4.96
C 1.44 -2.12 -4.88
C 2.70 -2.69 -4.59
C 2.65 -4.12 -4.54
C 1.40 -4.73 -4.83
N 0.24 -4.18 -5.10
N 0.36 -2.87 -5.09
O -0.81 -2.20 -5.32
H -0.28 -1.33 -2.98
H 0.02 0.12 -2.03
H -0.88 0.30 -3.55
H 0.58 -0.21 -5.68
H 2.33 -0.23 -5.34
H 3.60 -2.10 -4.39
H 3.52 -4.74 -4.30
H 1.38 -5.84 -4.82
H -1.46 -2.46 -4.64
C 0.16 -1.18 1.44
Si 0.01 0.21 2.72
C 1.70 1.03 2.85
C -0.39 -0.60 4.37
N -1.21 1.27 2.18
Si -1.68 2.66 3.05
C -0.27 3.91 3.24
C -2.36 2.28 4.76
C -3.05 3.51 2.07
H 0.94 -1.89 1.73
H -0.78 -1.72 1.34
H 0.43 -0.77 0.46
H 2.48 0.28 2.95
H 1.76 1.69 3.73
H 1.91 1.63 1.96
H -1.42 -0.98 4.38
H -0.27 0.10 5.20
H 0.28 -1.45 4.56
H 0.46 3.59 3.98
H -0.67 4.88 3.57
H 0.24 4.07 2.29
H -3.09 1.47 4.71
H -2.86 3.16 5.18
H -1.57 2.00 5.46
H -3.91 2.85 1.96
H -2.70 3.79 1.07
H -3.39 4.42 2.58
*
```

Kohn-Sham gap, Ha: 0.058
F_max, hartree/bohr: 0.060
ΔE to the lowest compared entry with this formula, charge and spin, kJ/mol: 0.0
LUMO level, eV: -3.535
Highest occupied orbital energy, eV: -5.11

Löwdin population analysis, charges in e, atoms 1 to 8: -0.078, -0.141, -0.141, -0.096, 0.086, 0.037, -0.074, 0.184

This record from the Open Molecules 2025 dataset describes 15 unconnected molecules or ions with the total composition C20H70N6O15 at a distorted geometry. The level of theory is wB97M-V/def2-TZVPD.

```
! wB97M-V def2-TZVPD RIJCOSX def2/J DEFGRID3
* xyz 0 1
C 0.23 -0.39 -0.93
C -0.57 -0.10 0.30
O 0.18 -0.32 1.40
H 0.16 -1.49 -1.19
H 1.24 -0.07 -0.81
H -0.15 0.03 -1.90
H -1.43 -0.75 0.24
H -1.06 0.88 0.40
H -0.27 -0.40 2.23
C 1.95 -3.00 -3.65
C 2.19 -4.29 -4.36
O 2.34 -5.23 -3.30
H 1.12 -3.05 -3.03
H 1.78 -2.25 -4.37
H 2.74 -2.54 -2.96
H 3.05 -4.26 -4.92
H 1.42 -4.55 -5.07
H 1.81 -6.01 -3.58
C 0.39 -3.72 0.63
C 1.69 -3.10 0.25
O 2.73 -3.93 0.80
H 0.62 -4.57 1.34
H -0.16 -4.09 -0.21
H -0.26 -3.09 1.26
H 1.88 -2.10 0.81
H 1.81 -3.01 -0.81
H 2.97 -3.46 1.58
C -3.06 -2.41 -1.29
C -3.17 -3.37 -0.10
O -3.02 -2.66 1.12
H -3.25 -2.96 -2.20
H -1.99 -2.12 -1.46
H -3.57 -1.43 -1.15
H -2.44 -4.19 -0.11
H -4.08 -3.91 0.01
H -3.97 -2.30 1.23
C 0.41 1.27 4.24
C -0.51 2.37 3.74
O -1.31 2.45 4.85
H 1.18 1.14 3.44
H 0.06 0.28 4.38
H 0.95 1.51 5.12
H -1.07 2.23 2.82
H -0.04 3.31 3.68
H -2.21 2.64 4.53
C -4.35 2.13 1.95
O -4.15 2.31 3.28
N -3.66 1.24 1.25
N -5.40 2.58 1.41
H -2.88 0.79 1.81
H -3.73 0.94 0.25
H -5.91 3.23 1.99
H -5.77 2.31 0.50
C 2.96 1.84 1.17
O 1.82 2.65 1.19
N 4.11 2.31 1.09
N 2.94 0.54 1.32
H 4.14 3.32 0.95
H 4.96 1.90 1.44
H 2.01 0.16 1.27
H 3.69 -0.03 1.09
C -2.99 1.79 -2.65
O -3.31 1.17 -1.46
N -2.81 1.19 -3.80
N -2.81 3.13 -2.80
H -2.84 0.17 -3.81
H -2.29 1.54 -4.58
H -2.82 3.59 -1.86
H -2.87 3.64 -3.72
C -0.01 3.54 -0.97
O 1.37 4.01 -1.11
H -0.13 2.77 -1.68
H -0.53 4.39 -1.29
H -0.27 3.41 0.09
H 1.72 4.29 -0.26
C 4.44 -1.52 -0.97
O 4.91 -1.65 0.37
H 4.14 -2.46 -1.35
H 5.23 -1.00 -1.56
H 3.60 -0.80 -1.00
H 5.20 -2.50 0.54
C 1.57 -2.04 3.85
O 2.77 -2.47 3.19
H 1.54 -2.46 4.85
H 0.76 -2.39 3.22
H 1.56 -0.99 3.96
H 3.14 -3.18 3.71
C -2.64 -0.66 4.36
O -2.12 -0.67 3.06
H -3.76 -0.56 4.25
H -2.26 0.19 4.96
H -2.41 -1.52 4.90
H -2.49 -1.41 2.60
C 3.14 1.81 -2.45
O 4.26 1.74 -1.62
H 2.28 1.47 -1.96
H 3.28 1.09 -3.25
H 3.11 2.79 -3.02
H 3.79 1.84 -0.77
C 0.68 0.23 -4.69
O 1.40 0.30 -5.95
H -0.13 1.01 -4.58
H 1.26 0.48 -3.80
H 0.15 -0.72 -4.57
H 1.99 -0.51 -5.97
C -2.54 4.79 0.89
O -2.86 3.73 -0.08
H -2.44 5.77 0.38
H -1.65 4.56 1.46
H -3.35 4.98 1.52
H -2.98 2.93 0.47
*
```

Kohn-Sham gap, Ha: 0.333
F_max, hartree/bohr: 0.186
ΔE to the lowest compared entry with this formula, charge and spin, kJ/mol: 208.3
LUMO level, eV: 0.271
Highest occupied orbital energy, eV: -8.80

Löwdin population analysis, charges in e, atoms 1 to 8: -0.051, -0.336, -0.080, 0.071, 0.043, 0.082, 0.080, 0.105

This record from the Open Molecules 2025 dataset describes C3H6N2 in the gas phase at a distorted geometry. The level of theory is wB97M-V/def2-TZVPD.

```
! wB97M-V def2-TZVPD RIJCOSX def2/J DEFGRID3
* xyz 0 1
C -0.40 1.24 -0.15
C 0.83 0.60 0.32
C 1.33 -0.61 -0.31
H -2.28 -1.33 -0.09
H -0.50 -0.86 1.11
H -0.68 2.36 -0.32
H 1.60 1.27 0.57
H 2.18 -1.09 -0.07
H 0.63 -1.12 -1.02
N -1.25 -0.88 0.16
N -1.47 0.42 -0.21
*
```

Kohn-Sham gap, Ha: 0.284
F_max, hartree/bohr: 0.135
ΔE to the lowest compared entry with this formula, charge and spin, kJ/mol: 481.6
LUMO level, eV: 0.042
Structure (SMILES): C=C/C=N\N
Highest occupied orbital energy, eV: -7.70

Löwdin population analysis, charges in e, atoms 1 to 8: -0.205, -0.183, 0.062, 0.157, 0.179, 0.125, 0.060, 0.005

This record from the Open Molecules 2025 dataset describes 2 unconnected molecules or ions with the total composition C4H13BrO6P2S at a distorted geometry. The level of theory is wB97M-V/def2-TZVPD.

```
! wB97M-V def2-TZVPD RIJCOSX def2/J DEFGRID3
* xyz 0 1
C 0.46 -1.48 0.22
S 1.03 -0.98 -1.53
O 0.29 -1.94 -2.50
O 0.72 0.50 -1.87
P 3.15 -1.44 -1.64
P 5.28 -2.03 -1.54
O 5.22 -3.77 -1.32
Br 6.20 -1.20 0.36
H -0.70 -1.38 0.36
H 1.09 -0.87 1.00
H 0.68 -2.66 0.28
H 3.48 -0.11 -2.10
H 3.07 -1.84 -0.24
H 2.89 -2.45 -2.64
H 4.40 -3.91 -0.75
C -1.03 2.03 0.09
O -2.38 1.57 0.17
C -3.10 2.14 1.17
O -2.70 2.98 1.95
O -4.35 1.60 1.13
C -5.23 2.11 2.13
H -0.54 1.51 -0.74
H -1.01 3.11 -0.12
H -0.48 1.80 1.01
H -5.38 3.19 2.01
H -4.85 1.89 3.13
H -6.20 1.62 2.01
*
```

Kohn-Sham gap, Ha: 0.321
F_max, hartree/bohr: 0.141
LUMO level, eV: -0.329
Structure (SMILES): CS(=O)(=O)[PH3]P(O)Br.COC(=O)OC
Highest occupied orbital energy, eV: -9.05

Löwdin population analysis, charges in e, atoms 1 to 8: -0.215, 0.507, -0.468, -0.465, 0.456, 0.254, -0.461, 0.153

Question: Which value of highest occupied orbital energy does entry 2 give?
Answer: -15.89 eV